# C30H68N12ReS

C30H68N12ReS as an isolated structure (wB97M-V/def2-TZVPD, OMol25).

Cartesian coordinates (Å):
Re: 0.29015 0.44172 -0.12379
C: -2.27623 4.76810 2.45991
N: -1.53741 3.49324 2.58901
C: -1.02973 3.27888 3.97073
C: -1.03363 2.91877 1.49864
N: -0.59401 1.63546 1.45450
C: -0.90221 0.81876 2.65724
C: -0.82706 -0.64755 2.34050
N: 0.42381 -0.89820 1.57915
C: 1.65597 -0.53425 2.36636
C: 2.28658 0.73405 1.80678
N: 2.27578 0.61830 0.31895
C: 3.49835 0.44966 -0.30253
N: 4.61671 0.33012 0.47388
C: 5.76048 1.22499 0.25705
C: 4.90570 -0.89165 1.22384
N: 3.66352 0.49090 -1.61491
C: 4.85002 -0.08199 -2.27651
C: 2.75546 1.08937 -2.57048
C: 0.50089 -2.32498 1.13186
C: 1.23484 -2.34441 -0.19284
N: 0.52266 -1.39195 -1.07234
C: -0.14703 -1.98128 -2.12185
N: -1.42820 -1.68520 -2.37994
C: -2.41554 -1.42690 -1.33866
C: -1.98383 -1.72899 -3.73667
N: 0.48943 -2.87061 -2.87730
C: 1.94253 -2.87235 -3.04507
C: -0.19260 -3.99006 -3.54879
N: -0.87283 3.70363 0.36448
C: 0.49006 4.19719 0.22380
C: -1.96407 4.16794 -0.48071
H: -2.59036 5.06985 3.45345
H: -1.64654 5.54685 2.03067
H: -3.17710 4.63589 1.87048
H: -0.88943 4.26894 4.39637
H: -1.72873 2.72817 4.59652
H: -0.05511 2.80571 3.95933
H: -0.20590 1.02835 3.46480
H: -1.90433 1.05244 3.01664
H: -0.83762 -1.24288 3.25704
H: -1.66783 -0.97286 1.72556
H: 1.41725 -0.45865 3.42725
H: 2.35475 -1.35541 2.25487
H: 1.73882 1.62998 2.08824
H: 3.30141 0.84229 2.17638
H: 5.44392 2.10697 -0.29606
H: 6.12600 1.54680 1.23203
H: 6.58839 0.74866 -0.26984
H: 4.00814 -1.48779 1.35148
H: 5.63568 -1.50588 0.69024
H: 5.31711 -0.65104 2.20501
H: 5.47003 -0.63016 -1.58134
H: 4.50094 -0.76417 -3.05152
H: 5.43086 0.71226 -2.74493
H: 1.94226 1.57980 -2.06256
H: 3.30674 1.80852 -3.17926
H: 2.33845 0.32901 -3.23244
H: 0.98186 -2.92634 1.90436
H: -0.51416 -2.69857 0.99668
H: 2.28133 -2.05395 -0.07288
H: 1.22135 -3.35175 -0.60577
H: -2.91685 -2.34773 -1.03272
H: -1.96530 -0.98028 -0.44905
H: -3.16207 -0.72954 -1.71374
H: -1.18220 -1.78652 -4.46656
H: -2.66545 -2.56837 -3.87292
H: -2.53516 -0.80308 -3.89860
H: 2.38466 -2.02190 -2.53171
H: 2.37022 -3.79529 -2.65194
H: 2.17379 -2.81803 -4.10925
H: -1.19672 -4.11342 -3.15502
H: -0.22907 -3.84748 -4.62795
H: 0.37446 -4.89632 -3.34039
H: 0.90402 4.48225 1.19537
H: 1.18088 3.46292 -0.21859
H: 0.48271 5.09388 -0.39368
H: -2.90056 4.22511 0.06681
H: -1.73994 5.17467 -0.83398
H: -2.14498 3.51637 -1.33287
C: -3.15459 3.67649 -6.99086
C: -2.17430 2.52074 -6.82318
C: -2.51374 1.57930 -5.66490
C: -2.66784 2.28164 -4.32224
N: -1.45076 3.03314 -3.96436
C: -0.54493 2.77484 -3.04908
S: -0.72765 1.25311 -2.15513
N: 0.46430 3.60529 -2.85749
C: 0.66438 4.85035 -3.62521
C: 1.30124 4.61286 -4.99279
C: 1.24586 5.85974 -5.87678
C: -0.17346 6.23144 -6.29338
H: -2.95242 4.22169 -7.91118
H: -3.10003 4.40503 -6.17493
H: -4.18420 3.31889 -7.04365
H: -1.15245 2.90296 -6.70634
H: -2.14991 1.92771 -7.73770
H: -1.74670 0.80190 -5.58441
H: -3.46337 1.07771 -5.87021
H: -2.89355 1.58810 -3.51457
H: -3.47833 3.00934 -4.35965
H: -1.26697 3.82947 -4.56724
H: 1.13776 3.37055 -2.15368
H: 1.29198 5.49901 -3.01469
H: -0.30339 5.35108 -3.70793
H: 0.78879 3.79005 -5.50547
H: 2.33588 4.29247 -4.84621
H: 1.84527 5.66631 -6.76645
H: 1.72595 6.69806 -5.36576
H: -0.68826 5.37578 -6.74270
H: -0.16153 7.02094 -7.04254
H: -0.77713 6.60665 -5.46312

Output
Spin multiplicity   4
⟨S²⟩   3.774
Highest occupied orbital energy (spin up / spin down)   -19.1294 / -19.1040 eV
Kohn-Sham gap (spin up / spin down)   7.05 / 6.57 eV
Charge   +4



# C27H45BN9O5PV

C27H45BN9O5PV as an isolated structure (wB97M-V/def2-TZVPD, OMol25).

Cartesian coordinates (Å):
V: -0.42700 -0.54945 0.32289
C: 2.63235 1.20361 1.97230
C: 1.32925 1.85890 1.74862
C: 1.08313 3.29294 1.92413
C: -0.31026 3.45221 1.72773
N: -0.80441 2.26969 1.49894
N: 0.21037 1.28494 1.42822
B: -2.37852 1.76968 1.49951
N: -2.71997 1.43633 0.06741
C: -3.53145 2.01713 -0.83457
C: -3.48003 1.27528 -1.99372
C: -2.58929 0.22907 -1.74193
C: -2.16369 -0.86456 -2.65981
N: -2.13482 0.33043 -0.48679
N: -2.35608 0.50142 2.37056
C: -3.13039 0.27944 3.45078
C: -2.92971 -1.01096 3.86934
C: -2.01007 -1.55944 2.96875
C: -1.46444 -2.94759 2.98777
N: -1.67314 -0.64185 2.05637
N: -3.16581 2.86915 2.13333
C: -2.96036 3.45402 3.35650
C: -4.09322 4.12843 3.69158
C: -4.99362 3.89690 2.61488
C: -6.38897 4.40068 2.45927
N: -4.43428 3.13144 1.69971
H: 3.10472 1.64620 2.85071
H: 3.28483 1.37745 1.11197
H: 2.52002 0.13255 2.09134
H: 1.81403 4.04957 2.16807
H: -0.93275 4.32960 1.80662
H: -4.11462 2.88007 -0.56751
H: -4.03221 1.45271 -2.90073
H: -2.89510 -0.98669 -3.45546
H: -2.07836 -1.80949 -2.12520
H: -1.19681 -0.63293 -3.10622
H: -3.77409 1.05126 3.83895
H: -3.38917 -1.50684 4.70739
H: -1.72637 -3.42856 3.92714
H: -0.37917 -2.94565 2.89793
H: -1.88588 -3.54410 2.17914
H: -2.03983 3.33267 3.90721
H: -4.26226 4.71975 4.57666
H: -6.42772 5.48255 2.58212
H: -7.04372 3.96277 3.21303
H: -6.77401 4.14284 1.47525
C: 1.32429 -4.12836 1.08643
N: 0.22521 -4.51863 0.20584
C: 0.16760 -5.93198 -0.16685
C: -0.64181 -3.66943 -0.27350
O: -0.72449 -2.44847 0.01960
H: 1.22187 -4.62997 2.04773
H: 1.34097 -3.05235 1.21111
H: 2.26507 -4.43989 0.63214
H: 1.09259 -6.21614 -0.66707
H: -0.67093 -6.11280 -0.83427
H: 0.04851 -6.53933 0.72895
H: -1.35689 -4.09074 -0.98207
C: 2.44040 -3.58010 -2.67459
C: 3.09057 -2.21177 -2.60359
C: 4.12380 -2.14514 -1.49212
C: 3.68236 -1.81395 -3.93888
O: 1.96260 -1.26847 -2.36151
P: 1.72556 -0.26768 -1.19670
O: 0.32617 0.33249 -1.36041
O: 1.62835 -0.94097 0.17662
O: 2.85843 0.80352 -1.19312
C: 2.97486 1.97654 -2.11034
C: 2.27756 3.12508 -1.39967
C: 2.33589 1.69802 -3.45804
C: 4.46611 2.20795 -2.23444
H: 3.18702 -4.33468 -2.92352
H: 1.66420 -3.59248 -3.44073
H: 1.99828 -3.82950 -1.71021
H: 4.90967 -2.87108 -1.69891
H: 3.68101 -2.38731 -0.52398
H: 4.58600 -1.15979 -1.43654
H: 4.41660 -2.55787 -4.24849
H: 4.18941 -0.85105 -3.86999
H: 2.90561 -1.75634 -4.70118
H: 1.21954 2.88813 -1.25423
H: 2.34484 4.02998 -2.00368
H: 2.76134 3.32495 -0.43944
H: 1.26376 1.51941 -3.36422
H: 2.80260 0.84537 -3.94923
H: 2.47931 2.57017 -4.09553
H: 4.91955 2.34849 -1.25276
H: 4.65224 3.10056 -2.83191
H: 4.94729 1.36205 -2.72690

Output
Spin multiplicity   4
⟨S²⟩   3.772
Highest occupied orbital energy (spin up / spin down)   -13.8844 / -13.8825 eV
Kohn-Sham gap (spin up / spin down)   8.01 / 4.52 eV
Charge   +2



| no. | energy (eV) |
| --- | --- |
| 1 | -63022.7900 |
| 2 | -88025.5669 |